(1)
The following is a DFT calculation (ωB97M-V/def2-TZVPD) of a cluster of 2 separate species, H6N5P in total.

Element x y z (Å)
P: -2.3112 -0.1758 0.6742
H: -3.5097 -2.0916 0.1605
N: -3.0345 -1.3208 -0.2475
N: -0.8313 1.9732 -0.2243
N: 3.8819 -0.5395 0.3588
H: 2.0152 -0.7852 0.2746
N: 2.7189 -0.0707 0.5357
H: 4.5178 0.2962 0.3873
H: -3.2089 -1.3085 -1.2635
N: -1.5069 0.6988 -0.4451
H: -0.0977 2.0298 -0.9206
H: -0.7932 2.3823 0.6283

Results
Relative energy (zero: lowest compared OMol25 entry of this formula, charge and spin): 65.5 kJ/mol
SMILES string: [H]/N=N/[H].N/N=P/N
Frontier orbital gap: 8.367 eV
Electronic energy: -16833.2360 eV
Total charge: 0
Highest occupied orbital energy: -7.71 eV


(2)
The following is a DFT calculation (ωB97M-V/def2-TZVPD) of a structure of composition C51H46BiBrCl2N6O4S.

Element x y z (Å)
O: 6.5701 -19.8604 0.3357
H: 5.3474 -17.3788 0.2306
C: 13.5883 -19.2543 3.5051
Cl: 9.0340 -15.9183 -0.0145
H: 14.3172 -16.0444 2.8457
C: 9.5924 -20.3269 2.5467
C: 9.8877 -17.7939 3.3674
C: 6.2941 -17.4914 0.7427
C: 11.0186 -19.5523 -3.3650
C: 9.7756 -25.5429 -0.1406
C: 7.6147 -20.7956 0.7792
H: 7.2564 -19.5375 -2.9971
C: 11.1181 -14.7443 -1.1470
C: 8.7767 -19.6622 -4.4764
N: 11.1439 -18.0829 0.4792
S: 14.7036 -21.3437 -0.1057
C: 13.1364 -18.9137 -4.7376
H: 16.7826 -22.2531 -1.6852
O: 7.4902 -19.0616 2.2396
H: 10.6285 -19.6398 -5.5080
H: 9.1189 -19.1651 0.9218
O: 9.2721 -20.6893 -0.9391
C: 11.5266 -17.0087 -0.3092
H: 7.8583 -24.6775 5.2863
H: 12.7977 -19.2587 -5.7241
H: 12.4932 -19.3007 3.4148
H: 8.8801 -21.9535 -3.1771
H: 10.0694 -26.6272 -0.2392
O: 10.8015 -20.5737 1.9599
C: 10.7039 -15.8787 -0.5717
N: 14.1508 -20.4138 3.8807
C: 5.1961 -19.2745 2.2871
C: 8.5533 -25.2453 0.4342
C: 15.4716 -20.4530 3.8012
C: 7.8693 -21.5410 -2.9797
H: 12.9775 -16.5379 3.8287
C: 8.2325 -19.9296 -3.0927
H: 17.3599 -19.5660 3.3086
H: 5.4080 -20.1761 2.8927
C: 9.4345 -23.7809 4.2234
H: 6.4694 -22.6086 5.1672
C: 7.3163 -21.8508 -1.6405
C: 6.9606 -22.0129 -4.0657
C: 12.7727 -16.8123 -0.9024
C: 15.6893 -18.1546 3.2244
C: 13.2162 -15.6772 -1.6315
C: 8.1813 -23.7630 4.8240
H: 10.4617 -15.8824 3.9662
Bi: 11.6750 -19.9769 0.0304
H: 10.6867 -22.4679 -1.2496
C: 8.5586 -19.8317 1.5547
C: 6.3881 -18.8593 1.3742
H: 7.1848 -17.4747 0.1008
H: 10.9683 -16.4317 6.3104
C: 8.8618 -22.8790 -0.1576
Br: 16.4413 -22.0367 4.1812
C: 10.0986 -23.2288 -0.7228
H: 7.2233 -21.4461 1.6125
C: 12.3901 -14.5877 -1.7012
N: 16.2292 -21.6368 -2.2447
H: 14.2476 -15.8166 -1.9332
C: 15.0071 -21.2180 -1.8391
C: 10.5124 -24.5326 -0.6491
C: 9.8582 -22.6804 3.4815
C: 12.4974 -19.6073 -3.4951
C: 5.7236 -22.5273 -3.8775
H: 5.7752 -22.2930 -0.3880
H: 8.7183 -18.7121 -1.4182
Cl: 13.9332 -18.0633 -0.7950
H: 10.7359 -18.9466 7.0136
C: 8.2380 -21.5111 -0.4326
H: 4.2840 -23.1444 -2.3497
H: 12.8632 -16.7719 2.1620
H: 7.4260 -22.0576 -5.0563
N: 10.4967 -19.4454 -2.1655
C: 5.1940 -22.6323 -2.5712
C: 16.3047 -19.3887 3.5105
H: 10.0271 -24.6726 4.2512
C: 10.5090 -18.6053 5.9582
H: 5.1164 -22.8787 -4.7087
H: 16.3516 -21.7211 -3.2320
N: 14.4513 -20.5395 -2.7990
C: 10.2661 -16.8995 4.3503
H: 7.1157 -23.7988 0.8786
H: 16.2745 -17.2747 3.0399
H: 10.4183 -13.9519 -1.1026
C: 10.5681 -17.2160 5.7156
H: 14.2157 -19.0543 -4.6244
H: 10.4005 -20.5668 5.2151
H: 10.8147 -22.6475 2.9648
C: 13.6024 -16.8314 2.9596
C: 7.4697 -22.6085 4.7063
C: 9.1076 -21.4678 3.3158
C: 14.2956 -18.1169 3.2201
C: 10.1413 -19.5968 -4.4820
C: 9.1029 -19.5771 -1.9404
H: 9.8125 -17.5100 2.2952
C: 6.0318 -22.2889 -1.4448
H: 8.1511 -19.7739 -5.3719
H: 4.3727 -19.4469 1.5757
H: 4.9726 -18.3788 2.8448
C: 10.1897 -19.5477 4.9812
C: 7.8825 -21.4663 3.9461
H: 12.8476 -17.8612 -4.7879
N: 13.1172 -20.2399 -2.5897
H: 12.6586 -13.7243 -2.3247
H: 6.4688 -16.8543 1.6166
H: 7.8961 -25.9684 0.8619
H: 7.1861 -20.7116 3.7784
H: 11.5549 -24.7698 -0.9782
C: 9.9175 -19.1375 3.6412
C: 8.1433 -23.9014 0.5135

Results
Relative energy (zero: lowest compared OMol25 entry of this formula, charge and spin): 254.3 kJ/mol
Frontier orbital gap (alpha / beta): 4.372 / 4.373 eV
Electronic energy: -182522.0728 eV
Total charge: -2
Highest occupied orbital energy (alpha / beta): -0.43 / -0.43 eV


The lowest relative energy (zero: lowest compared OMol25 entry of this formula, charge and spin) belongs to which entry? H6N5P


What is the formula in the first record? H6N5P


What is the electronic energy in the second record? -182522.0728 eV


Number 1 is which compound? H6N5P